Here is a molecular structure, C27H45CeCl2OPS at a distorted geometry from the OMol25 dataset. Energies are from the ωB97M-V functional and the def2-TZVPD basis.

Last column: Mulliken charge in e.
CARTESIAN COORDINATES (ANGSTROEM)
P 0.12 -1.02 -4.44  0.280
C 1.71 -0.40 -5.23  0.055
C 2.03 -0.75 -6.69  -0.233
C 3.46 -0.31 -7.06  -1.008
C 3.66 1.19 -6.80  -0.654
C 3.32 1.56 -5.35  -0.841
C 1.90 1.11 -4.99  -0.286
C -1.31 -0.12 -5.26  0.318
C -1.31 0.07 -6.79  -0.565
C -2.65 0.64 -7.27  -0.928
C -2.97 1.97 -6.57  -0.674
C -2.95 1.81 -5.05  -0.879
C -1.61 1.22 -4.56  -0.600
C -0.03 -2.72 -5.22  0.148
C 1.16 -3.59 -4.77  -0.777
C 1.08 -5.01 -5.33  -0.846
C -0.25 -5.68 -4.95  -0.712
C -1.44 -4.83 -5.39  -0.817
C -1.35 -3.40 -4.83  -0.766
H 2.47 -0.91 -4.61  0.535
H 1.32 -0.24 -7.36  0.055
H 1.91 -1.82 -6.87  0.235
H 3.67 -0.55 -8.11  0.380
H 4.17 -0.88 -6.45  0.380
H 4.70 1.47 -7.04  0.389
H 3.01 1.76 -7.48  0.312
H 4.04 1.06 -4.68  0.350
H 3.43 2.64 -5.20  0.392
H 1.68 1.36 -3.94  -0.197
H 1.18 1.66 -5.61  0.192
H -2.15 -0.78 -5.01  0.378
H -3.45 -0.09 -7.06  0.356
H -1.10 -0.88 -7.29  0.235
H -0.51 0.76 -7.07  0.215
H -2.63 0.78 -8.36  0.384
H -3.94 2.34 -6.90  0.394
H -2.22 2.72 -6.87  0.298
H -3.13 2.77 -4.56  0.393
H -3.76 1.13 -4.74  0.362
H -1.62 1.08 -3.48  0.003
H -0.81 1.94 -4.78  0.218
H 0.00 -2.63 -6.32  0.347
H 2.11 -3.13 -5.07  0.323
H 1.17 -3.63 -3.67  0.289
H 1.16 -4.97 -6.43  0.319
H 1.92 -5.61 -4.97  0.378
H -0.28 -5.81 -3.86  0.312
H -0.31 -6.68 -5.39  0.372
H -2.38 -5.29 -5.08  0.397
H -1.46 -4.78 -6.49  0.328
H -2.20 -2.81 -5.19  0.267
H -1.42 -3.43 -3.73  0.264
Ce 0.00 0.00 0.00  0.963
Cl -2.03 -0.68 -0.84  -0.425
Cl 2.22 0.04 -0.57  -0.409
C -0.34 1.50 1.00  -0.075
H -0.60 1.46 2.07  -0.089
C -0.43 2.82 0.40  0.404
C -1.13 3.84 1.07  -0.565
C -1.28 5.10 0.50  -0.528
C -0.71 5.37 -0.75  -0.471
C 0.01 4.37 -1.42  -0.778
C 0.15 3.11 -0.86  -0.095
H -1.58 3.62 2.04  0.303
H -1.83 5.87 1.02  0.359
H 0.46 4.59 -2.38  0.404
H 0.74 2.35 -1.36  0.353
H -0.82 6.35 -1.20  0.370
C -0.26 -3.23 3.36  -0.963
S -0.96 -1.65 2.77  0.530
C -0.21 -0.65 4.11  -0.941
O 0.21 -1.42 1.80  -0.469
H -0.79 -3.55 4.28  0.407
H 0.83 -3.13 3.58  0.286
H -0.40 -4.01 2.58  0.332
H 0.89 -0.52 3.96  0.297
H -0.70 0.34 4.14  0.320
H -0.38 -1.14 5.09  0.406

The net charge is 0. As for the highest occupied orbital energy: -6.64 eV. For the LUMO energy, the calculation gives -0.108 eV. The relative energy (zero: lowest compared OMol25 entry of this formula, charge and spin) comes out at 231.7 kJ/mol. The molar mass comes out at 659.72 g mol⁻¹. The value obtained for the gap between HOMO and LUMO is 6.53 eV.